Below is 2 unconnected molecules or ions with the total composition C4H14NO2, with properties calculated with ωB97M-V with the def2-TZVPD basis set.

Cartesian coordinates (Å):
O: 1.92 -1.47 -0.18
C: 1.83 -0.64 -1.43
C: 0.67 0.31 -1.12
N: -0.39 -0.40 -0.43
C: -1.64 0.41 -0.16
C: -1.35 1.62 0.73
H: 2.85 -1.58 -0.05
H: 2.82 -0.22 -1.57
H: 1.71 -1.38 -2.22
H: 1.12 1.10 -0.53
H: 0.33 0.76 -2.05
H: -0.13 -0.84 0.47
H: -0.72 -1.21 -0.96
H: -1.99 0.81 -1.12
H: -2.44 -0.25 0.13
H: -1.85 1.50 1.70
H: -0.29 1.74 0.93
H: -1.73 2.58 0.38
H: 0.05 -0.22 2.68
H: -0.20 -1.75 2.50
O: -0.56 -0.89 2.29

HOMO-LUMO gap (eV): 12.02
LUMO (Eh): -0.1052
Total charge: +1
Relative energy (zero: lowest compared OMol25 entry of this formula, charge and spin) (eV): 1.321

Atom charges from the Mulliken analysis, given in e for atoms 1 to 6: -0.5372, -0.5742, -0.4173, -0.0952, -0.4005, -1.0434